# 1
{
  "formula": "C2H2ClN2",
  "method": "ωB97M-V with the def2-TZVPD basis set",
  "species": ["C", "C", "N", "N", "Cl", "H", "H"],
  "positions_angstrom": [[0.97642, -0.11012, 0.14886], [-0.14933, 0.57295, 0.12235], [-1.51935, -0.48163, -0.35940], [-2.36055, -1.06719, -0.72620], [2.36468, 0.75107, 0.67231], [1.30100, -1.16267, -0.00533], [-0.61287, 1.49759, 0.14741]],
  "lowdin_charge": [-0.510, 0.064, 0.136, 0.322, 0.778, 0.117, 0.092],
  "spin_multiplicity": 1,
  "charge": 1,
  "lumo_ev": -5.8,
  "total_energy_ev": -17598.452,
  "relative_energy_kcal_mol": 9.9,
  "homo_lumo_gap_ev": 10.33,
  "homo_ev": -16.16,
  "smiles": "N#[N+]/C=C/Cl",
  "largest_force_ha_per_bohr": 0.0682
}

---

# 2
{
  "formula": "C2H2ClN2O2",
  "method": "ωB97M-V with the def2-TZVPD basis set",
  "species": ["H", "N", "H", "Cl", "C", "O", "C", "N", "O"],
  "positions_angstrom": [[-2.10838, 1.76456, 1.06071], [-0.31752, 1.18296, 0.44267], [0.26410, -0.90653, 1.07879], [2.17553, 0.41589, 0.48361], [0.57738, -0.19365, 0.28716], [-0.80013, -1.40288, -1.20390], [0.32757, -0.90893, -1.21243], [-1.40337, 0.87416, 1.03637], [1.28482, -0.82559, -1.97297]],
  "lowdin_spin": [0.082, 0.891, 0.006, 0.018, 0.124, 0.012, 0.015, 0.838, 0.013],
  "s_squared": 2.008,
  "spin_multiplicity": 3,
  "charge": -1,
  "lumo_ev": [3.8, 2.1],
  "total_energy_ev": -21701.386,
  "relative_energy_kcal_mol": 1.9,
  "homo_lumo_gap_ev": [6.85, 6.50],
  "homo_ev": [-3.02, -4.42],
  "largest_force_ha_per_bohr": 0.0884
}

---

# 3
{
  "formula": "C2H2ClN3O2",
  "method": "ωB97M-V with the def2-TZVPD basis set",
  "species": ["N", "H", "O", "C", "O", "H", "C", "Cl", "N", "N"],
  "positions_angstrom": [[0.25614, 1.81698, -0.10476], [-2.15684, -0.72946, -0.30360], [-1.93652, -1.72996, -0.08243], [-0.16546, -0.33268, 0.00389], [-0.69235, 0.88234, -0.14775], [0.26077, 2.15336, 0.87605], [1.25528, -0.18660, -0.21362], [2.28604, -1.38186, -0.05962], [1.42269, 1.13141, -0.04105], [-0.52975, -1.62354, 0.07290]],
  "lowdin_charge": [-0.027, 0.131, -0.088, -0.388, 0.010, 0.160, -0.779, 0.887, 0.057, 0.036],
  "spin_multiplicity": 1,
  "lumo_ev": -0.1,
  "total_energy_ev": -23187.785,
  "relative_energy_kcal_mol": 62.4,
  "homo_lumo_gap_ev": 8.79,
  "homo_ev": -8.90,
  "smiles": "O/N=c1\\o[nH]nc1Cl",
  "largest_force_ha_per_bohr": 0.1529
}

---

# 4
{
  "formula": "C2H2ClNS",
  "method": "ωB97M-V with the def2-TZVPD basis set",
  "species": ["H", "S", "C", "C", "Cl", "N", "H"],
  "positions_angstrom": [[2.40467, -0.22339, -0.70646], [1.71500, -1.36122, -0.70164], [-0.83194, -0.10464, 0.56626], [-0.54341, 1.06672, -0.09419], [-2.12240, -1.07684, 0.09758], [-0.31123, 2.05856, -0.63839], [-0.31070, -0.35920, 1.47685]],
  "lowdin_charge": [-0.289, 0.372, -0.642, -0.374, 0.696, 0.178, 0.060],
  "spin_multiplicity": 1,
  "lumo_ev": [-1.8, -2.5],
  "total_energy_ev": -26950.830,
  "relative_energy_kcal_mol": 46.6,
  "homo_lumo_gap_ev": [8.36, 6.96],
  "homo_ev": [-10.19, -9.47],
  "largest_force_ha_per_bohr": 0.0188
}

---

# 5
{
  "formula": "C2H2CoFO",
  "method": "ωB97M-V with the def2-TZVPD basis set",
  "species": ["O", "C", "H", "H", "C", "Co", "F"],
  "positions_angstrom": [[1.46154, -0.28245, 0.18259], [0.29042, -0.68442, -0.27108], [0.19532, -1.70262, -0.66780], [-1.88193, -0.19009, -0.19097], [-0.82775, 0.02738, -0.07147], [1.35342, 1.48304, 0.61111], [-0.59101, 1.34915, 0.40763]],
  "lowdin_spin": [0.244, 0.000, 0.000, 0.004, 0.107, 2.581, 0.063],
  "s_squared": 3.764,
  "spin_multiplicity": 4,
  "charge": 1,
  "lumo_ev": [-6.6, -7.1],
  "total_energy_ev": -44487.594,
  "relative_energy_kcal_mol": 0.0,
  "homo_lumo_gap_ev": [7.83, 7.01],
  "homo_ev": [-14.44, -14.15],
  "largest_force_ha_per_bohr": 0.0352
}

---

# 6
{
  "formula": "C2H2CuF2LiO",
  "method": "ωB97M-V with the def2-TZVPD basis set",
  "species": ["O", "C", "F", "Cu", "C", "Li", "F", "H", "H"],
  "positions_angstrom": [[0.11204, 0.82692, -1.25559], [0.91124, -0.33946, -1.04571], [-0.02130, 0.31425, 0.94930], [-2.05602, 1.24188, 1.73547], [0.83477, 0.76032, -0.09983], [0.05156, -3.28911, -1.53939], [0.38117, -1.56604, -0.71321], [1.70612, -0.49121, -1.77963], [1.60459, 1.48723, 0.16201]],
  "lowdin_charge": [0.155, -0.179, -0.001, 0.903, -0.184, 0.945, -0.019, 0.186, 0.194],
  "spin_multiplicity": 1,
  "charge": 2,
  "lumo_ev": -9.5,
  "total_energy_ev": -54414.203,
  "relative_energy_kcal_mol": 23.6,
  "homo_lumo_gap_ev": 10.35,
  "homo_ev": -19.83,
  "largest_force_ha_per_bohr": 0.0486
}

---

# 7
{
  "formula": "C2H2CuFO2",
  "method": "ωB97M-V with the def2-TZVPD basis set",
  "species": ["H", "Cu", "H", "O", "F", "C", "O", "C"],
  "positions_angstrom": [[2.28400, -1.36188, -0.04241], [0.50499, 2.14611, 0.83855], [-2.92237, 0.22632, -0.65615], [-0.61323, 0.16590, 0.49777], [-0.18894, -2.01003, 0.25415], [0.23264, -0.71946, 0.31628], [2.08773, 0.66625, 0.37374], [1.63037, -0.51128, 0.20385]],
  "lowdin_spin": [0.008, 0.016, 0.579, 0.116, 0.010, 0.020, 0.113, 0.139],
  "s_squared": 0.787,
  "spin_multiplicity": 2,
  "charge": -1,
  "lumo_ev": [2.3, 2.3],
  "total_energy_ev": -53554.077,
  "relative_energy_kcal_mol": 83.5,
  "homo_lumo_gap_ev": [3.98, 2.73],
  "homo_ev": [-1.66, -0.47],
  "largest_force_ha_per_bohr": 0.0620
}

---

# 8
{
  "formula": "C2H2F2",
  "method": "ωB97M-V with the def2-TZVPD basis set",
  "species": ["C", "H", "H", "C", "F", "F"],
  "positions_angstrom": [[0.85227, -0.25877, -0.32268], [-1.01380, 1.00072, 0.57070], [-1.19843, -0.73620, 1.21601], [-1.15077, -0.00979, 0.32373], [1.02946, 1.01064, -0.58038], [1.48126, -1.00659, -1.20738]],
  "lowdin_charge": [-0.178, -0.080, -0.013, 0.116, 0.059, 0.096],
  "spin_multiplicity": 1,
  "lumo_ev": [-0.9, -1.1],
  "total_energy_ev": -7535.153,
  "relative_energy_kcal_mol": 124.2,
  "homo_lumo_gap_ev": [8.67, 7.73],
  "homo_ev": [-9.53, -8.80],
  "largest_force_ha_per_bohr": 0.0912
}

---

# 9
{
  "formula": "C2H2F2LiOTl",
  "method": "ωB97M-V with the def2-TZVPD basis set",
  "species": ["Li", "O", "Tl", "H", "C", "F", "H", "C", "F"],
  "positions_angstrom": [[1.38552, -1.93921, 0.47259], [0.70092, -0.21407, -0.21903], [-1.21245, 0.72722, 1.14772], [0.86435, 1.72046, -2.72758], [0.81101, 1.38074, -1.69479], [1.81801, -0.66544, -2.09080], [1.37245, 2.08687, -0.94294], [1.45693, 0.23463, -1.19503], [-2.58684, -0.20593, 2.19760]],
  "lowdin_spin": [0.001, 0.246, 0.004, 0.043, 0.575, 0.014, 0.010, 0.104, 0.005],
  "s_squared": 0.763,
  "spin_multiplicity": 2,
  "charge": 1,
  "lumo_ev": [-5.9, -7.0],
  "total_energy_ev": -14477.067,
  "relative_energy_kcal_mol": 70.6,
  "homo_lumo_gap_ev": [6.62, 5.47],
  "homo_ev": [-12.48, -12.47],
  "largest_force_ha_per_bohr": 0.1631
}

---

# 10
{
  "formula": "C2H2F2LiOTl",
  "method": "ωB97M-V with the def2-TZVPD basis set",
  "species": ["F", "C", "F", "Li", "O", "C", "H", "H", "Tl"],
  "positions_angstrom": [[1.39210, 0.55447, -0.12370], [1.38891, -0.88104, 0.54378], [-0.79380, 0.28453, 0.50922], [2.68857, 0.51555, -1.68988], [1.15624, -1.57735, -0.55726], [-0.02743, -0.80837, 0.18362], [1.84499, -1.26766, 1.45754], [-0.73273, -1.62671, 0.37556], [-3.14611, 1.27160, 0.21202]],
  "lowdin_charge": [-0.146, -0.131, -0.185, 0.921, 0.106, -0.108, 0.201, 0.181, 1.162],
  "spin_multiplicity": 1,
  "charge": 2,
  "lumo_ev": -8.1,
  "total_energy_ev": -14467.249,
  "relative_energy_kcal_mol": 52.6,
  "homo_lumo_gap_ev": 11.30,
  "homo_ev": -19.39,
  "largest_force_ha_per_bohr": 0.1126
}

---

# 11
{
  "formula": "C2H2F2N2S",
  "method": "ωB97M-V with the def2-TZVPD basis set",
  "species": ["S", "N", "F", "C", "H", "F", "N", "C", "H"],
  "positions_angstrom": [[-1.20701, 1.68023, 0.02500], [-1.05175, 0.28169, 0.84302], [-2.90359, -0.83810, 0.13555], [2.01192, 0.24727, -0.27629], [2.37707, 0.86425, 0.38805], [1.05328, -1.11409, -2.10040], [-1.70131, -0.81352, 0.88311], [1.50424, -0.46908, -1.10659], [-0.08286, 0.16135, 1.20854]],
  "lowdin_charge": [0.575, -0.594, -0.088, 0.101, -0.017, 0.151, 0.025, -0.234, 0.082],
  "spin_multiplicity": 1,
  "lumo_ev": -0.8,
  "total_energy_ev": -21349.708,
  "relative_energy_kcal_mol": 62.2,
  "homo_lumo_gap_ev": 8.58,
  "homo_ev": -9.36,
  "smiles": "F/N=[NH+]\\[S-].C#CF",
  "largest_force_ha_per_bohr": 0.1188
}

---

# 12
{
  "formula": "C2H2F2O",
  "method": "ωB97M-V with the def2-TZVPD basis set",
  "species": ["C", "H", "H", "F", "O", "C", "F"],
  "positions_angstrom": [[-0.02200, -0.57332, 0.06221], [-0.80604, -1.17295, 0.46629], [0.31965, 0.82469, 1.78094], [-0.24727, -0.42506, -1.23815], [-0.85858, 1.63756, 0.27299], [-0.18696, 0.83360, 0.78771], [1.20380, -1.16538, 0.17919]],
  "lowdin_charge": [-0.361, 0.142, 0.134, 0.085, 0.124, -0.176, 0.053],
  "spin_multiplicity": 1,
  "lumo_ev": 0.5,
  "total_energy_ev": -9587.864,
  "relative_energy_kcal_mol": 3.3,
  "homo_lumo_gap_ev": 11.03,
  "homo_ev": -10.54,
  "smiles": "O=CC(F)F",
  "largest_force_ha_per_bohr": 0.0756
}

---

# 13
{
  "formula": "C2H2F2O",
  "method": "ωB97M-V with the def2-TZVPD basis set",
  "species": ["H", "F", "C", "C", "O", "H", "F"],
  "positions_angstrom": [[-1.09408, -2.11293, 0.19242], [-0.49167, -0.98452, 1.70371], [0.69230, 1.66458, -1.19577], [-0.59620, -1.17513, 0.43168], [0.03383, -0.65964, -0.39197], [1.55815, 1.25028, -0.58191], [-0.10233, 2.01736, -0.15817]],
  "lowdin_charge": [0.143, 0.138, 0.102, -0.369, 0.106, -0.003, -0.117],
  "spin_multiplicity": 1,
  "lumo_ev": 0.0,
  "total_energy_ev": -9584.596,
  "relative_energy_kcal_mol": 78.7,
  "homo_lumo_gap_ev": 9.60,
  "homo_ev": -9.55,
  "largest_force_ha_per_bohr": 0.0646
}

---

# 14
{
  "formula": "C2H2F2O2",
  "method": "ωB97M-V with the def2-TZVPD basis set",
  "species": ["F", "H", "C", "F", "C", "O", "O", "H"],
  "positions_angstrom": [[1.50410, 1.11586, 0.06368], [1.84628, -1.27152, -0.63218], [-0.55665, 0.08464, 0.07521], [-1.40584, -0.95129, 0.03827], [0.76922, 0.01350, 0.05212], [-1.36365, 1.23319, 0.14752], [1.44894, -1.11471, 0.22667], [-2.24238, 0.89033, 0.02870]],
  "lowdin_charge": [0.127, 0.122, -0.268, 0.101, -0.391, 0.087, 0.127, 0.094],
  "spin_multiplicity": 1,
  "lumo_ev": 0.6,
  "total_energy_ev": -11634.765,
  "relative_energy_kcal_mol": 34.2,
  "homo_lumo_gap_ev": 9.68,
  "homo_ev": -9.09,
  "smiles": "O/C(F)=C(/O)F",
  "largest_force_ha_per_bohr": 0.0531
}

---

# 15
{
  "formula": "C2H2F2P",
  "method": "ωB97M-V with the def2-TZVPD basis set",
  "species": ["C", "P", "F", "H", "F", "H", "C"],
  "positions_angstrom": [[-2.32819, -0.21879, -0.89840], [2.07573, -0.06839, 0.21156], [3.04365, -0.67980, 1.27121], [-3.00955, -0.31357, -1.61527], [2.76237, 1.34872, 0.14031], [-0.92812, 0.02679, 0.82132], [-1.61589, -0.09496, 0.06926]],
  "lowdin_charge": [0.067, 1.324, -0.161, -0.008, -0.168, -0.048, -0.005],
  "spin_multiplicity": 1,
  "charge": 1,
  "lumo_ev": -9.4,
  "total_energy_ev": -16819.368,
  "relative_energy_kcal_mol": 42.1,
  "homo_lumo_gap_ev": 5.08,
  "homo_ev": -14.44,
  "largest_force_ha_per_bohr": 0.0933
}

---

# 16
{
  "formula": "C2H2F2P",
  "method": "ωB97M-V with the def2-TZVPD basis set",
  "species": ["F", "C", "H", "C", "F", "H", "P"],
  "positions_angstrom": [[-3.94647, -0.20890, -0.98476], [-1.32686, 1.18751, 0.47930], [0.31390, -1.68576, -1.29917], [-2.40832, 0.62752, 0.66564], [-0.03642, -1.27358, -0.58191], [-0.25333, 1.24375, 0.60197], [-3.81057, -0.34864, 0.60125]],
  "lowdin_spin": [0.154, 0.697, 0.000, 0.568, 0.005, 0.023, 0.552],
  "s_squared": 2.018,
  "spin_multiplicity": 3,
  "charge": 1,
  "lumo_ev": [-6.4, -10.7],
  "total_energy_ev": -16816.771,
  "relative_energy_kcal_mol": 9.5,
  "homo_lumo_gap_ev": [8.12, 6.89],
  "homo_ev": [-14.48, -17.60],
  "largest_force_ha_per_bohr": 0.0696
}

---

# 17
{
  "formula": "C2H2F2S",
  "method": "ωB97M-V with the def2-TZVPD basis set",
  "species": ["C", "S", "F", "C", "H", "F", "H"],
  "positions_angstrom": [[0.32626, -0.44892, -0.43823], [-2.15778, -0.11142, 0.62927], [-0.55215, 1.71278, -0.37366], [-0.71267, 0.32252, -0.07997], [1.28962, -0.14178, -0.81230], [0.20511, -1.77045, -0.27984], [1.60161, 0.43726, 1.35473]],
  "lowdin_charge": [-0.200, 0.778, -0.088, -0.798, 0.108, 0.032, 0.167],
  "spin_multiplicity": 1,
  "lumo_ev": [-0.9, -2.5],
  "total_energy_ev": -18371.794,
  "relative_energy_kcal_mol": 92.1,
  "homo_lumo_gap_ev": [8.84, 7.26],
  "homo_ev": [-9.78, -9.76],
  "largest_force_ha_per_bohr": 0.0756
}

---

# 18
{
  "formula": "C2H2F2S2",
  "method": "ωB97M-V with the def2-TZVPD basis set",
  "species": ["C", "S", "H", "C", "F", "H", "F", "S"],
  "positions_angstrom": [[-0.10066, -0.54480, 0.51732], [-0.97935, 1.36719, -1.77636], [-0.25248, -1.64857, 2.27068], [0.31810, 0.26013, -0.43190], [1.47548, 0.89588, -0.43459], [0.07399, 1.63996, -2.58960], [-1.35902, -0.90800, 0.53388], [0.82394, -1.06178, 1.91057]],
  "lowdin_charge": [-0.749, 0.609, -0.151, -0.438, 0.007, -0.189, 0.022, 0.888],
  "spin_multiplicity": 1,
  "lumo_ev": -0.1,
  "total_energy_ev": -29209.126,
  "relative_energy_kcal_mol": 49.0,
  "homo_lumo_gap_ev": 8.82,
  "homo_ev": -8.96,
  "smiles": "F/C(S)=C(/F)S",
  "largest_force_ha_per_bohr": 0.0888
}

---

# 19
{
  "formula": "C2H2F3N2",
  "method": "ωB97M-V with the def2-TZVPD basis set",
  "species": ["H", "N", "F", "F", "C", "F", "N", "C", "H"],
  "positions_angstrom": [[0.78428, 0.80922, 2.31519], [1.78034, 0.17071, 0.64538], [-1.74302, 1.95308, 1.40046], [-3.74647, 1.49374, 2.11521], [-2.64502, 1.08315, 1.57155], [-2.24579, -0.09815, 1.62584], [2.50192, -0.48389, 0.05359], [0.88317, 0.87751, 1.13355], [0.23788, 1.47299, 0.65457]],
  "lowdin_charge": [0.126, -0.185, 0.356, 0.370, -0.253, 0.414, 0.263, -0.086, -0.005],
  "spin_multiplicity": 1,
  "charge": 1,
  "lumo_ev": [-8.8, -8.8],
  "total_energy_ev": -13225.328,
  "relative_energy_kcal_mol": 86.5,
  "homo_lumo_gap_ev": [3.64, 3.64],
  "homo_ev": [-12.44, -12.44],
  "largest_force_ha_per_bohr": 0.1405
}

---

# 20
{
  "formula": "C2H2F3NOS",
  "method": "ωB97M-V with the def2-TZVPD basis set",
  "species": ["H", "N", "F", "S", "F", "H", "F", "O", "C", "C"],
  "positions_angstrom": [[2.30449, 1.51772, -4.53044], [1.95190, -0.91624, 0.85043], [-3.22117, 0.33075, 0.65999], [-2.51904, -1.13257, 2.74151], [1.79054, 1.18007, -3.81658], [2.41878, -1.81129, 1.07079], [-1.78682, 1.19704, 1.85687], [0.43864, -0.00236, -0.70777], [1.12900, -0.48937, 0.05495], [-2.50631, 0.12625, 1.82025]],
  "lowdin_spin": [0.000, 0.000, 0.130, 1.094, 0.000, 0.000, 0.149, 0.000, 0.000, 0.626],
  "s_squared": 2.005,
  "spin_multiplicity": 3,
  "lumo_ev": [0.6, -3.7],
  "total_energy_ev": -24627.071,
  "homo_lumo_gap_ev": [7.35, 7.16],
  "homo_ev": [-6.72, -10.85],
  "largest_force_ha_per_bohr": 0.1434
}